Arrangement A

Entry from OMol25: the ion CHClO2PS with charge -1 (ωB97M-V/def2-TZVPD).

CARTESIAN COORDINATES (ANGSTROEM)
1 Cl -2.124 0.883 -1.431
2 S 0.251 -2.009 -0.986
3 P -1.912 -0.513 0.763
4 O -2.904 -1.543 0.861
5 O -1.707 0.439 1.805
6 C -0.310 -0.751 -0.179
7 H 0.394 0.072 -0.124

Properties
HOMO-LUMO gap in eV: 8.11
Charge: -1
SMILES: O=[P@@]([O-])(Cl)C=S
LUMO energy in eV: 2.93
HOMO level in eV: -5.2

=====

Arrangement B

Entry from OMol25: a cluster of 2 separate species, CHClO2PS in total (ωB97M-V/def2-TZVPD).

CARTESIAN COORDINATES (ANGSTROEM)
1 Cl -1.543 -0.138 1.948
2 S 1.848 -2.111 -0.754
3 P -1.014 1.535 0.994
4 O -1.724 1.560 -0.264
5 O 1.259 0.358 0.065
6 C 0.934 -0.608 -0.585
7 H 0.241 -0.596 -1.404

Properties
HOMO-LUMO gap in eV: 6.58
Charge: -1
LUMO energy in eV: 3.10
HOMO level in eV: -3.5

=====

Stability, highest: arrangement A

=====

Arrangement A

Entry from OMol25: the molecule C3H6N2S3 (ωB97M-V/def2-TZVPD).

CARTESIAN COORDINATES (ANGSTROEM)
1 S -2.045 -2.179 0.351
2 S -0.509 -0.740 -2.314
3 S 2.388 -0.221 0.697
4 N -1.014 -0.903 0.329
5 N 1.009 0.303 -0.220
6 C 0.104 -0.911 -0.665
7 C 0.030 1.148 0.539
8 C -1.038 0.259 0.927
9 H 0.729 -1.893 -0.632
10 H -0.319 1.991 -0.100
11 H 3.465 0.664 0.460
12 H -1.840 0.377 1.510
13 H 0.476 1.798 1.310
14 H -1.435 0.306 -2.194

Properties
HOMO-LUMO gap (alpha / beta) in eV: 7.94 / 7.94
SMILES: [S-][N+]1=CCN(S)[C@@H]1S
LUMO energy (alpha / beta) in eV: -0.02 / -0.02
HOMO level (alpha / beta) in eV: -8.0 / -8.0

=====

Arrangement B

Entry from OMol25: a structure of composition C3H6N2S3 (ωB97M-V/def2-TZVPD).

CARTESIAN COORDINATES (ANGSTROEM)
1 S 0.701 -2.468 0.389
2 S -2.303 -0.205 -1.058
3 S 3.135 -0.291 -0.459
4 N -0.851 -0.253 0.030
5 N 1.585 0.114 -0.359
6 C 0.154 -1.033 -0.524
7 C -0.453 1.070 0.453
8 C 0.938 1.116 0.080
9 H 0.627 -1.765 1.540
10 H -0.633 1.449 1.416
11 H -3.161 -0.235 -0.021
12 H -1.127 1.798 -0.243
13 H -0.060 -1.310 -1.507
14 H 1.450 2.014 0.261

Properties
HOMO-LUMO gap in eV: 7.92
LUMO energy in eV: 0.16
HOMO level in eV: -7.8

=====

Stability, highest: arrangement A

=====

Arrangement A

Entry from OMol25: a cluster of 2 separate species, C11H17N4 in total (ωB97M-V/def2-TZVPD).

CARTESIAN COORDINATES (ANGSTROEM)
1 N -1.062 1.507 0.951
2 N -1.432 2.754 -0.931
3 N -0.030 -2.228 -0.863
4 N -1.508 0.438 -1.055
5 C 2.539 0.589 0.570
6 C -2.217 2.952 -2.210
7 C 1.028 -1.185 0.834
8 C -1.298 1.546 -0.372
9 C 0.283 -2.854 2.751
10 C 0.843 -1.187 -0.545
11 C 1.291 -0.061 -1.333
12 C 2.065 0.899 -0.748
13 C -0.241 -2.998 0.306
14 C 2.019 -0.330 1.407
15 C 0.354 -2.328 1.353
16 H -1.473 3.283 -2.926
17 H 2.451 1.821 -1.156
18 H -2.645 2.007 -2.513
19 H 2.510 -0.562 2.343
20 H -1.326 0.249 -2.012
21 H -0.472 0.797 1.376
22 H -0.218 -3.816 2.852
23 H -3.046 3.609 -1.997
24 H -0.516 -4.028 0.182
25 H 3.379 1.187 0.884
26 H 0.198 -2.739 -1.708
27 H 1.212 -3.101 3.287
28 H 0.829 0.155 -2.290
29 H -0.923 2.413 1.393
30 H -1.613 -0.377 -0.471
31 H -0.899 3.575 -0.681
32 H -0.082 -1.982 3.322

Properties
HOMO-LUMO gap in eV: 8.71
Charge: +1
LUMO energy in eV: -2.59
HOMO level in eV: -11.3

=====

Arrangement B

Entry from OMol25: a cluster of 2 separate species, C11H17N4 in total (ωB97M-V/def2-TZVPD).

CARTESIAN COORDINATES (ANGSTROEM)
1 N -2.281 -0.190 1.218
2 N 1.542 1.200 -1.521
3 N -1.700 1.498 -0.322
4 N -1.250 1.785 1.899
5 C 2.070 1.606 -0.308
6 C 1.780 0.686 0.667
7 C -2.732 -1.154 0.191
8 C 0.089 -2.523 -0.614
9 C -1.728 0.956 0.908
10 C 2.420 0.603 2.008
11 C 0.311 -0.820 -2.310
12 C 0.622 -1.667 0.369
13 C -0.030 -2.117 -1.959
14 C 0.913 0.003 -1.359
15 C 1.070 -0.408 0.003
16 H 3.490 0.767 1.952
17 H -0.243 1.888 1.845
18 H -1.517 1.702 2.866
19 H 0.606 -2.113 1.362
20 H -0.191 -2.852 -2.734
21 H -3.562 -1.683 0.627
22 H 2.225 -0.425 2.324
23 H -1.325 2.428 -0.246
24 H -3.025 -0.586 -0.696
25 H -0.134 -3.553 -0.413
26 H 1.583 1.813 -2.320
27 H -1.863 -1.788 -0.003
28 H 2.753 2.435 -0.346
29 H 0.168 -0.455 -3.330
30 H -2.220 -0.466 2.182
31 H -1.457 0.850 -1.060
32 H 2.036 1.255 2.786

Properties
HOMO-LUMO gap in eV: 8.71
Charge: +1
LUMO energy in eV: -2.63
HOMO level in eV: -11.3

=====

Arrangement C

Entry from OMol25: the ion C11H17N4 with charge +1 (ωB97M-V/def2-TZVPD).

CARTESIAN COORDINATES (ANGSTROEM)
1 N 3.215 2.870 -0.959
2 N 2.389 1.066 0.286
3 N 0.610 -0.970 0.872
4 N 2.451 -1.181 -0.476
5 C -0.728 1.109 0.586
6 C -0.318 -0.232 0.025
7 C -2.819 0.069 -0.100
8 C 3.566 2.008 -1.882
9 C 3.367 0.683 -1.845
10 C 1.738 -1.529 0.541
11 C 2.723 2.383 0.139
12 C -1.686 -0.046 0.706
13 C -1.987 -0.728 2.094
14 C -0.286 -0.778 -1.468
15 C 2.708 0.254 -0.660
16 H -3.259 -0.978 -0.275
17 H 2.133 -2.309 1.256
18 H -2.431 0.552 -1.056
19 H -2.015 -1.788 1.797
20 H 2.486 3.016 0.910
21 H 0.563 -0.502 -2.048
22 H 3.751 0.013 -2.531
23 H -0.919 1.847 -0.117
24 H 0.260 -1.110 1.807
25 H -0.188 1.536 1.395
26 H 3.169 -1.841 -0.807
27 H -0.441 -1.895 -1.488
28 H 4.125 2.449 -2.620
29 H -1.184 -0.661 2.832
30 H -3.491 0.820 0.393
31 H -1.216 -0.489 -2.017
32 H -2.871 -0.271 2.517

Properties
HOMO-LUMO gap in eV: 9.68
Charge: +1
SMILES: CC1(C)C[C@@]1(C)/[NH+]=C\Nc1ccncn1
LUMO energy in eV: -3.67
HOMO level in eV: -13.4

=====

Stability, highest: arrangement B

=====

Arrangement A

Entry from OMol25: a structure of composition CH3OP (ωB97M-V/def2-TZVPD).

CARTESIAN COORDINATES (ANGSTROEM)
1 P 1.530 -0.368 -0.072
2 O 1.023 1.136 0.296
3 C 0.036 0.460 -0.504
4 H 0.016 0.825 -1.435
5 H 1.357 -1.030 1.523
6 H -0.842 0.300 -0.007

Properties
HOMO-LUMO gap in eV: 10.04
LUMO energy in eV: 0.74
HOMO level in eV: -9.3

=====

Arrangement B

Entry from OMol25: the molecule CH3OP (ωB97M-V/def2-TZVPD).

CARTESIAN COORDINATES (ANGSTROEM)
1 P 0.039 -0.716 -0.829
2 O -0.388 -2.052 -0.647
3 C -0.108 0.084 0.625
4 H 0.112 1.174 0.665
5 H 0.006 -0.115 -2.217
6 H -0.236 -0.477 1.431

Properties
HOMO-LUMO gap in eV: 8.82
LUMO energy in eV: -0.28
HOMO level in eV: -9.1

=====

Arrangement C

Entry from OMol25: the molecule CH3OP (ωB97M-V/def2-TZVPD).

CARTESIAN COORDINATES (ANGSTROEM)
1 P -0.863 0.318 0.616
2 O -2.168 0.032 -0.025
3 C 0.171 -0.266 -0.545
4 H -0.464 -0.320 -1.397
5 H 1.237 0.026 -0.484
6 H -0.674 0.269 1.926

Properties
HOMO-LUMO gap in eV: 8.40
LUMO energy in eV: -0.71
HOMO level in eV: -9.1

=====

Stability, highest: arrangement B

=====

Arrangement A

Entry from OMol25: a cluster of 2 separate species, CHN2O4 in total (ωB97M-V/def2-TZVPD).

CARTESIAN COORDINATES (ANGSTROEM)
1 O -1.814 -0.216 -1.051
2 O -2.507 1.274 0.304
3 O 2.662 -1.424 0.277
4 O 1.417 0.211 -0.983
5 N -1.729 0.347 0.056
6 N 0.936 0.125 0.640
7 C 1.859 -0.540 0.046
8 H -0.824 0.223 0.712

Properties
HOMO-LUMO gap in eV: 8.54
Charge: -1
LUMO energy in eV: 3.96
HOMO level in eV: -4.6

=====

Arrangement B

Entry from OMol25: a structure of composition CHN2O4 (ωB97M-V/def2-TZVPD).

CARTESIAN COORDINATES (ANGSTROEM)
1 O 1.622 1.519 0.268
2 O -1.484 -0.869 -1.071
3 O -2.091 -0.630 1.084
4 O -0.557 0.918 0.174
5 N 1.132 -0.505 -0.231
6 N 0.752 0.665 0.073
7 C -1.573 -0.604 0.036
8 H 2.198 -0.493 -0.332

Properties
HOMO-LUMO gap in eV: 9.33
Charge: -1
LUMO energy in eV: 4.28
HOMO level in eV: -5.1

=====

Arrangement C

Entry from OMol25: a structure of composition CHN2O4 (ωB97M-V/def2-TZVPD).

CARTESIAN COORDINATES (ANGSTROEM)
1 O 0.304 2.246 -0.530
2 O 0.148 -2.007 0.812
3 O -1.139 0.744 -1.341
4 O 1.734 -0.986 -0.068
5 N 0.654 -0.961 0.489
6 N -0.094 0.112 0.636
7 C -0.336 1.245 -0.605
8 H -1.270 -0.392 0.608

Properties
HOMO-LUMO gap in eV: 9.53
Charge: -1
LUMO energy in eV: 4.17
HOMO level in eV: -5.4

=====

Stability, highest: arrangement B

=====

Arrangement A

Entry from OMol25: the molecule C5H8N4O (ωB97M-V/def2-TZVPD).

CARTESIAN COORDINATES (ANGSTROEM)
1 O 3.384 -1.252 -0.129
2 N 1.304 -0.955 0.168
3 N 0.247 1.434 0.285
4 N 2.432 -0.488 -0.089
5 N -1.219 -0.352 0.039
6 C -2.339 0.561 -0.032
7 C 2.564 0.925 -0.118
8 C -0.037 0.206 0.226
9 C -1.358 -1.779 0.003
10 C 1.519 1.741 0.051
11 H -2.266 -2.173 0.221
12 H -1.002 -2.147 -0.908
13 H -3.165 0.023 -0.421
14 H -2.501 0.910 1.026
15 H -0.753 -2.278 0.727
16 H 3.534 1.278 -0.427
17 H -1.957 1.462 -0.570
18 H 1.612 2.884 -0.053

Properties
HOMO-LUMO gap in eV: 9.49
SMILES: CN(C)c1ncc[n+]([O-])n1
LUMO energy in eV: 0.62
HOMO level in eV: -8.9

=====

Arrangement B

Entry from OMol25: the molecule C5H8N4O (ωB97M-V/def2-TZVPD).

CARTESIAN COORDINATES (ANGSTROEM)
1 O 2.150 -3.318 1.968
2 N 0.523 -0.142 1.261
3 N 1.414 -1.252 -0.935
4 N 1.844 -2.274 -0.245
5 N 0.952 -1.162 1.953
6 C -1.328 1.154 -1.245
7 C 0.295 1.105 -1.021
8 C 0.796 -0.234 -0.141
9 C 1.609 -2.164 1.165
10 C -2.211 1.409 0.112
11 H -2.702 2.490 0.018
12 H 3.113 -3.108 2.195
13 H 0.780 1.092 -2.111
14 H 0.746 2.065 -0.497
15 H -1.534 2.086 -1.962
16 H -1.759 0.219 -1.811
17 H -1.601 1.419 1.111
18 H -3.086 0.615 0.184

Properties
HOMO-LUMO gap in eV: 9.03
SMILES: CCCc1nnc(O)nn1
LUMO energy in eV: -0.96
HOMO level in eV: -10.0

=====

Stability, highest: arrangement A